Entry 1:
{"formula": "CH2NO", "method": "the ωB97M-V functional and the def2-TZVPD basis", "lumo_energy_ev": -8.60, "energy_ha": -168.8587, "charge": 1, "smiles": "C=[N+]=O", "de_lowest_kj_mol": 0.0, "spin_multiplicity": 1, "symbols": ["O", "N", "C", "H", "H"], "positions_angstrom": [[0.8991, -2.5331, 0.6776], [0.5262, -1.4963, 0.4089], [0.1413, -0.3811, 0.1050], [0.5967, 0.2115, -0.6598], [-0.7213, 0.1166, 0.5403]], "nbo_charge": [0.07, 0.45, -0.19, 0.34, 0.34]}

***

Entry 2:
{"formula": "C2H3N3S", "method": "the ωB97M-V functional and the def2-TZVPD basis", "lumo_energy_ev": [-0.15, -0.15], "energy_ha": -640.3698, "smiles": "[S-][n+]1ncc[nH]1", "de_lowest_kj_mol": 236.2, "spin_multiplicity": 1, "symbols": ["S", "N", "N", "N", "C", "C", "H", "H", "H"], "positions_angstrom": [[-1.2794, 3.3558, -0.1838], [-0.3748, 1.0405, 0.5516], [-0.6920, 1.8193, -0.5818], [-0.3944, 1.0750, -1.6844], [0.0965, -0.0888, -1.2715], [0.0611, -0.2084, 0.0791], [0.4312, -0.8466, -2.0326], [0.4290, -0.8239, 0.8372], [-0.8439, 1.4498, 1.3524]], "nbo_charge": [-0.17, -0.34, -0.06, -0.19, -0.10, -0.07, 0.24, 0.24, 0.45]}

***

Entry 3:
{"formula": "C41H26F3I2N3O3SbW", "method": "the ωB97M-V functional and the def2-TZVPD basis", "lumo_energy_ev": [-4.55, -4.55], "energy_ha": -3170.0532, "charge": 1, "de_lowest_kj_mol": 193.9, "spin_multiplicity": 1, "symbols": ["W", "I", "I", "Sb", "F", "F", "F", "O", "O", "O", "N", "N", "N", "C", "C", "C", "C", "C", "C", "C", "C", "C", "C", "C", "C", "C", "C", "C", "C", "C", "C", "C", "C", "C", "C", "C", "C", "C", "C", "C", "C", "C", "C", "C", "C", "C", "C", "C", "C", "C", "C", "C", "C", "C", "H", "H", "H", "H", "H", "H", "H", "H", "H", "H", "H", "H", "H", "H", "H", "H", "H", "H", "H", "H", "H", "H", "H", "H", "H", "H"], "positions_angstrom": [[-1.2254, 0.8410, -0.9612], [0.4955, -3.6452, -6.2565], [-4.6269, -1.6934, -3.5755], [0.8797, 0.7301, 0.7377], [1.1962, 4.4035, 5.7851], [6.7948, 1.4467, -1.1036], [1.2643, -5.0889, 2.9288], [-1.5060, -0.8639, -0.1446], [-0.6042, 2.5949, -1.0452], [-2.4274, 0.0925, -2.2306], [0.1016, 0.2951, -2.3633], [-2.0922, 1.4881, 0.7291], [-2.2168, 0.4096, 1.6217], [-2.4027, -2.9779, 4.0691], [3.7334, -0.1809, -0.1306], [-2.6867, 3.7258, -3.8210], [-4.1167, 2.7087, -2.1613], [0.2673, -1.4545, -4.1328], [1.2106, -3.8306, 2.4839], [1.0604, -1.2457, 1.5697], [-0.0570, 3.5508, 3.9980], [1.6338, -1.1449, -4.2889], [1.1867, -3.6058, 1.1162], [-2.2616, -4.2244, 3.4742], [-1.7053, 2.8832, -1.7901], [-0.1242, 2.7342, 2.8815], [-3.9498, 3.3293, -3.3788], [-3.0119, 2.4496, -1.3111], [1.1262, 3.6088, 4.7154], [1.0896, -2.3027, 0.6617], [-1.9539, -3.1901, 1.3364], [-0.4578, -0.6912, -3.1846], [-1.5707, 3.5025, -3.0294], [-2.5467, -1.7107, -3.8377], [2.2422, 2.8720, 4.3467], [-2.0478, -4.3298, 2.1089], [5.0378, -0.0104, -0.5619], [1.1567, -2.7946, 3.4010], [3.4631, 2.2092, 0.0213], [1.4134, 0.6378, -2.6736], [0.9851, 1.9798, 2.5028], [-2.0806, -1.9395, 1.9362], [-1.8564, -2.5339, -4.7165], [-0.4853, -2.4031, -4.8627], [-1.9526, -0.7443, 1.1097], [-3.1460, 1.6318, -0.1350], [5.5365, 1.2761, -0.6879], [-2.3192, -1.8332, 3.3063], [4.7661, 2.3916, -0.4009], [2.1608, -0.0552, -3.5886], [1.0971, -1.4930, 2.9352], [2.1691, 2.0548, 3.2346], [-1.8457, -0.7929, -3.0609], [2.9490, 0.9254, 0.1672], [-2.4309, -0.8513, 3.7360], [-2.5829, -2.9035, 5.1294], [1.0761, -0.6605, 3.6277], [-1.9526, -5.3018, 1.6486], [3.1471, 2.9512, 4.9281], [-5.0985, 2.3873, -1.8445], [1.7785, 1.5385, -2.1853], [1.2286, -4.4396, 0.4359], [3.3351, -1.1816, -0.0138], [2.2392, -1.6794, -4.9989], [3.1711, 0.2672, -3.7867], [1.1571, -3.0119, 4.4576], [2.8422, 3.0679, 0.2462], [-1.7954, -3.2467, 0.2675], [-0.5806, 3.8164, -3.3356], [5.1890, 3.3758, -0.5189], [3.0265, 1.4791, 2.9204], [-2.3958, -3.2604, -5.3041], [5.6663, -0.8542, -0.8036], [-1.0511, 2.6933, 2.3156], [-2.5697, 4.1992, -4.7817], [-4.1166, 1.2085, 0.1459], [-0.9019, 4.1421, 4.3130], [-2.3267, -5.1184, 4.0735], [1.0126, -2.1101, -0.4099], [-4.8098, 3.4971, -4.0071]], "mulliken_charge": [1.95, 0.11, 0.04, 1.42, -0.33, -0.34, -0.40, -0.42, -0.78, -0.34, 0.64, 0.04, -0.57, -0.89, -0.45, -0.65, -1.11, 0.30, 0.06, 0.55, -0.69, -0.66, -0.59, -0.41, 0.74, -0.45, -0.68, 0.24, 0.16, -0.29, -0.13, 0.44, -0.58, -0.49, -0.74, -0.90, -0.64, -0.68, -0.36, -0.27, 0.21, 0.21, -0.09, -0.15, 0.23, -0.06, 0.19, -0.34, -0.65, -1.38, -0.79, -0.71, -0.22, 0.09, 0.53, 0.44, 0.47, 0.44, 0.47, 0.47, 0.95, 0.51, 0.42, 0.31, 0.51, 0.50, 0.56, 0.54, 0.49, 0.49, 0.55, 0.43, 0.52, 0.37, 0.46, 0.45, 0.50, 0.45, 0.38, 0.43]}

***

Entry 4:
{"formula": "C4H6O", "method": "the ωB97M-V functional and the def2-TZVPD basis", "lumo_energy_ev": 1.05, "energy_ha": -231.1535, "smiles": "C#CCOC", "de_lowest_kj_mol": 184.3, "spin_multiplicity": 1, "symbols": ["O", "C", "C", "C", "C", "H", "H", "H", "H", "H", "H"], "positions_angstrom": [[-0.6426, 0.0430, 1.0763], [-1.4435, 0.3747, -0.0377], [1.3442, -0.1266, -0.1994], [1.8944, 0.5873, -0.9972], [0.4478, -0.7862, 0.7607], [-1.5342, -0.4696, -0.7373], [0.0925, -1.7464, 0.3531], [-2.4309, 0.6212, 0.3561], [2.3558, 1.2549, -1.6862], [-1.0479, 1.2364, -0.5919], [0.9645, -0.9887, 1.7036]], "nbo_charge": [-0.52, -0.26, -0.03, -0.24, -0.14, 0.17, 0.19, 0.19, 0.24, 0.18, 0.22]}

***

Entry 5:
{"formula": "C21H17AsF11N2PdSe", "method": "the ωB97M-V functional and the def2-TZVPD basis", "lumo_energy_ev": [4.48, 4.48], "energy_ha": -6783.7773, "charge": -2, "de_lowest_kj_mol": 6.0, "spin_multiplicity": 2, "symbols": ["Pd", "Se", "As", "F", "F", "F", "F", "F", "F", "F", "F", "F", "F", "F", "N", "N", "C", "C", "C", "C", "C", "C", "C", "C", "C", "C", "C", "C", "C", "C", "C", "C", "C", "C", "C", "C", "C", "H", "H", "H", "H", "H", "H", "H", "H", "H", "H", "H", "H", "H", "H", "H", "H", "H"], "positions_angstrom": [[-1.1809, 0.0824, 0.3610], [-2.8112, 0.0704, -1.5348], [-0.1164, 3.7302, 0.1392], [-7.9858, -0.4135, -1.9433], [-0.9874, 2.6534, 1.2031], [0.2587, 2.4039, -0.9127], [-6.3138, -0.0983, 2.4436], [-8.4357, -0.3321, 0.7495], [0.7544, 4.8112, -0.9135], [1.3472, 3.4090, 1.0274], [-1.5767, 4.0423, -0.7357], [-5.5154, -0.2400, -2.9134], [-0.4631, 5.0617, 1.2038], [-3.8357, 0.0858, 1.5145], [1.3588, -0.4902, 0.0600], [-0.3328, -0.2945, 2.2769], [-6.1004, -0.1274, 1.1157], [1.7983, -0.7453, 1.2355], [-0.8479, -0.2896, 3.5109], [-4.5328, -0.0611, -0.7571], [1.8757, -1.3139, -2.1426], [2.7298, -1.3694, -3.2340], [-6.9458, -0.2859, -1.0948], [4.2178, 0.1831, -2.1979], [3.3930, 0.2621, -1.0767], [4.9453, 0.8344, 0.8598], [0.5241, -3.2842, -1.2436], [0.9718, -0.6696, 2.3972], [0.5681, -2.0638, -2.1643], [-7.1800, -0.2531, 0.2644], [-4.8158, -0.0333, 0.6085], [3.7505, 1.2603, 0.0026], [-5.6537, -0.1927, -1.5772], [2.2321, -0.5262, -1.0315], [3.9117, -0.6387, -3.2671], [1.2914, -0.9107, 3.7378], [0.1174, -0.6657, 4.4597], [-0.0234, -0.7399, 5.5278], [-0.2244, -1.3781, -1.8535], [3.9934, 2.2065, -0.4871], [5.8308, 0.6686, 0.2403], [1.3414, -3.9769, -1.4657], [2.2544, -1.2117, 4.1257], [5.1032, 0.8109, -2.2354], [0.3561, -2.3696, -3.1916], [4.7412, -0.0981, 1.3898], [2.8324, -1.0793, 1.3858], [4.5644, -0.6859, -4.1311], [0.6010, -2.9796, -0.2004], [5.1838, 1.5990, 1.6020], [2.8846, 1.4594, 0.6324], [2.4501, -1.9873, -4.0814], [-0.4239, -3.8120, -1.3665], [-1.8801, -0.0170, 3.6779]], "mulliken_spin": [0.84, 0.03, 0.01, 0.00, 0.01, 0.01, 0.00, 0.00, 0.00, 0.00, 0.00, 0.00, 0.00, -0.01, 0.02, 0.04, 0.00, -0.04, 0.01, 0.05, 0.00, 0.00, 0.00, 0.00, 0.01, 0.00, 0.00, 0.06, -0.01, 0.00, -0.05, 0.00, 0.00, 0.01, 0.00, 0.01, 0.01, 0.00, 0.00, 0.00, 0.00, 0.00, 0.00, 0.00, 0.00, 0.00, 0.00, 0.00, 0.00, 0.00, 0.00, 0.00, 0.00, 0.00]}

***

Entry 6:
{"formula": "C5H9NO", "method": "the ωB97M-V functional and the def2-TZVPD basis", "lumo_energy_ev": 0.94, "energy_ha": -325.8415, "smiles": "[H]/N=C1/CC(=C)CO1.[H][H]", "de_lowest_kj_mol": 252.1, "spin_multiplicity": 1, "symbols": ["O", "N", "C", "C", "C", "C", "C", "H", "H", "H", "H", "H", "H", "H", "H", "H"], "positions_angstrom": [[-1.4482, -1.2342, -0.4214], [-2.6345, 0.7651, -0.6644], [-1.5529, 0.1221, -0.6199], [0.9354, 0.1846, 1.5907], [0.4103, -0.1842, 0.4305], [-0.1640, 0.7084, -0.6341], [-0.1170, -1.5404, 0.0440], [-0.1859, -2.2531, 0.8683], [-0.1562, 1.7772, -0.4273], [2.7607, 1.3348, -0.8116], [0.3152, 0.5174, -1.6065], [1.1344, 1.2327, 1.8014], [1.1594, -0.5309, 2.3762], [2.6468, 0.9902, -0.1627], [0.4583, -1.9943, -0.7756], [-3.4216, 0.1337, -0.5123]], "nbo_charge": [-0.51, -0.68, 0.57, -0.38, 0.00, -0.53, -0.11, 0.20, 0.25, -0.01, 0.23, 0.21, 0.21, 0.00, 0.19, 0.35]}